[1]
Below is an isolated molecule of C5H10O in a non-equilibrium geometry, with properties calculated with wB97M-V/def2-TZVPD.

CARTESIAN COORDINATES (ANGSTROEM)
1 C 1.87 0.25 -0.09
2 C 0.36 0.39 0.10
3 C -0.46 -0.17 -1.04
4 C -1.88 -0.13 -0.68
5 O -1.62 -0.70 1.15
6 C -0.30 -0.39 1.45
7 H 2.39 0.90 -0.82
8 H 2.32 0.46 0.88
9 H 2.12 -0.79 -0.35
10 H 0.07 1.46 0.22
11 H -0.03 0.68 -1.59
12 H -0.14 -1.14 -1.43
13 H -2.57 -0.77 -1.25
14 H -2.30 0.84 -0.44
15 H -0.18 0.35 2.28
16 H 0.36 -1.26 1.61

Summary:
Multiplicity   1
Relative energy (zero: lowest compared OMol25 entry of this formula, charge and spin)   67.9 kcal per mole
HOMO-LUMO gap   10.233 eV
Total charge   0
Lowest unoccupied orbital energy   1.00 eV

Partial charges, natural (NBO), in e: atom 1 (C): -0.628, atom 2 (C): -0.189, atom 3 (C): -0.514, atom 4 (C): -0.044, atom 5 (O): -0.606, atom 6 (C): -0.059, atom 7 (H): 0.215, atom 8 (H): 0.219, atom 9 (H): 0.208, atom 10 (H): 0.190, atom 11 (H): 0.265, atom 12 (H): 0.221, atom 13 (H): 0.209, atom 14 (H): 0.198, atom 15 (H): 0.165, atom 16 (H): 0.149

[2]
Below is a structure of composition C24H20IrN4O3PS in a non-equilibrium geometry, with properties calculated with wB97M-V/def2-TZVPD.

CARTESIAN COORDINATES (ANGSTROEM)
1 Ir -0.05 -1.38 0.36
2 N 1.61 -5.22 -0.14
3 C 2.83 -4.63 -0.18
4 C 2.61 -3.25 -0.24
5 N 1.29 -3.02 -0.25
6 C 0.68 -4.23 -0.18
7 C -0.73 -4.25 -0.17
8 N -1.39 -3.06 -0.20
9 C -2.70 -3.33 -0.19
10 C -2.87 -4.72 -0.15
11 N -1.64 -5.27 -0.14
12 H 1.46 -6.22 -0.07
13 H 3.75 -5.20 -0.17
14 H 3.34 -2.46 -0.29
15 H -3.45 -2.56 -0.21
16 H -3.78 -5.31 -0.14
17 H -1.45 -6.26 -0.10
18 O -0.09 -0.81 4.29
19 S -0.06 -0.41 2.94
20 O -1.24 -0.77 2.08
21 O 1.12 -0.83 2.11
22 C -0.02 1.38 2.83
23 C -0.02 2.12 4.00
24 C 0.04 3.51 3.89
25 C 0.10 4.11 2.64
26 C 0.10 3.35 1.48
27 C 0.03 1.95 1.57
28 P 0.01 0.99 0.04
29 C 1.49 1.47 -0.89
30 C 1.62 1.06 -2.22
31 C 2.73 1.44 -2.95
32 C 3.74 2.19 -2.35
33 C 3.63 2.56 -1.01
34 C 2.53 2.17 -0.27
35 C -1.48 1.46 -0.87
36 C -2.40 2.38 -0.36
37 C -3.48 2.76 -1.14
38 C -3.69 2.19 -2.39
39 C -2.81 1.23 -2.88
40 C -1.72 0.85 -2.11
41 H -0.07 1.63 4.96
42 H 0.04 4.10 4.79
43 H 0.15 5.19 2.57
44 H 0.15 3.83 0.51
45 H 0.86 0.45 -2.69
46 H 2.80 1.18 -4.00
47 H 4.61 2.48 -2.92
48 H 4.40 3.15 -0.55
49 H 2.49 2.41 0.79
50 H -2.27 2.81 0.62
51 H -4.16 3.52 -0.77
52 H -4.55 2.47 -2.97
53 H -2.97 0.79 -3.85
54 H -1.08 0.05 -2.46

Summary:
<S²>   0.7878
Multiplicity   2
Relative energy (zero: lowest compared OMol25 entry of this formula, charge and spin)   45.8 kcal per mole
HOMO-LUMO gap (spin up / spin down)   6.058 / 3.726 eV
Total charge   +3
Lowest unoccupied orbital energy (spin up / spin down)   -11.05 / -13.36 eV

Partial charges, natural (NBO), in e: atom 1 (Ir): 0.970, atom 2 (N): -0.451, atom 3 (C): 0.116, atom 4 (C): 0.048, atom 5 (N): -0.462, atom 6 (C): 0.337, atom 7 (C): 0.328, atom 8 (N): -0.470, atom 9 (C): 0.051, atom 10 (C): 0.116, atom 11 (N): -0.448, atom 12 (H): 0.476, atom 13 (H): 0.294, atom 14 (H): 0.283, atom 15 (H): 0.284, atom 16 (H): 0.294, atom 17 (H): 0.476, atom 18 (O): -0.815, atom 19 (S): 2.380, atom 20 (O): -0.889, atom 21 (O): -0.882, atom 22 (C): -0.320, atom 23 (C): -0.156, atom 24 (C): -0.135, atom 25 (C): -0.183, atom 26 (C): -0.118, atom 27 (C): -0.422, atom 28 (P): 1.387, atom 29 (C): -0.348, atom 30 (C): -0.196, atom 31 (C): -0.200, atom 32 (C): -0.122, atom 33 (C): -0.180, atom 34 (C): -0.200, atom 35 (C): -0.461, atom 36 (C): -0.102, atom 37 (C): -0.202, atom 38 (C): -0.126, atom 39 (C): -0.188, atom 40 (C): -0.185, atom 41 (H): 0.272, atom 42 (H): 0.261, atom 43 (H): 0.259, atom 44 (H): 0.238, atom 45 (H): 0.214, atom 46 (H): 0.249, atom 47 (H): 0.253, atom 48 (H): 0.252, atom 49 (H): 0.239, atom 50 (H): 0.228, atom 51 (H): 0.254, atom 52 (H): 0.253, atom 53 (H): 0.245, atom 54 (H): 0.204

[3]
Below is a cluster of 3 separate species, C2H9NS in total in a non-equilibrium geometry, with properties calculated with wB97M-V/def2-TZVPD.

CARTESIAN COORDINATES (ANGSTROEM)
1 N 1.84 2.12 -0.51
2 H 1.27 1.63 0.18
3 H -2.64 1.94 -1.91
4 H 2.00 3.05 -0.14
5 H 2.74 1.66 -0.40
6 C -0.94 -1.14 1.19
7 C -1.36 -0.25 0.10
8 S 0.28 -0.98 -0.19
9 H -3.10 2.46 -1.64
10 H -0.50 -0.78 2.11
11 H -1.39 -2.12 1.21
12 H -1.34 0.80 0.33
13 H -2.11 -0.62 -0.58

Summary:
Multiplicity   1
Relative energy (zero: lowest compared OMol25 entry of this formula, charge and spin)   36.6 kcal per mole
HOMO-LUMO gap   9.848 eV
Total charge   0
Lowest unoccupied orbital energy   1.00 eV

Partial charges, natural (NBO), in e: atom 1 (N): -1.061, atom 2 (H): 0.356, atom 3 (H): 0.000, atom 4 (H): 0.347, atom 5 (H): 0.352, atom 6 (C): -0.469, atom 7 (C): -0.482, atom 8 (S): 0.053, atom 9 (H): 0.000, atom 10 (H): 0.227, atom 11 (H): 0.222, atom 12 (H): 0.224, atom 13 (H): 0.229

[4]
Below is a cluster of 2 separate species, C3H10N2O2 in total in a non-equilibrium geometry, with properties calculated with wB97M-V/def2-TZVPD.

CARTESIAN COORDINATES (ANGSTROEM)
1 O 2.44 0.60 -1.03
2 C 1.65 0.09 -0.26
3 N 0.72 -0.84 -0.65
4 C 0.52 -1.12 -2.09
5 N 0.29 0.11 -2.86
6 C 1.61 0.40 1.21
7 H 0.50 -1.55 0.03
8 H -0.42 -1.69 -2.16
9 H 1.39 -1.72 -2.38
10 H -0.56 -0.03 -3.39
11 H 0.21 0.84 -2.18
12 H 0.69 0.05 1.67
13 H 1.74 1.48 1.37
14 H 2.54 0.09 1.70
15 H -3.92 1.50 3.28
16 H -4.74 0.42 3.89
17 O -4.66 1.37 3.87

Summary:
Multiplicity   1
Relative energy (zero: lowest compared OMol25 entry of this formula, charge and spin)   32.1 kcal per mole
HOMO-LUMO gap   9.897 eV
Total charge   0
Lowest unoccupied orbital energy   0.44 eV

Partial charges, natural (NBO), in e: atom 1 (O): -0.596, atom 2 (C): 0.664, atom 3 (N): -0.654, atom 4 (C): -0.043, atom 5 (N): -0.819, atom 6 (C): -0.727, atom 7 (H): 0.395, atom 8 (H): 0.174, atom 9 (H): 0.178, atom 10 (H): 0.356, atom 11 (H): 0.366, atom 12 (H): 0.213, atom 13 (H): 0.249, atom 14 (H): 0.243, atom 15 (H): 0.464, atom 16 (H): 0.464, atom 17 (O): -0.928